[1]
{
  "formula": "C41H37F5HgOP2",
  "method": "wB97M-V/def2-TZVPD",
  "orbital_gap_ha": 0.1027,
  "e_above_lowest_kcal_mol": 0.0,
  "e_homo_ev": -5.7,
  "charge": 0,
  "species": ["Hg", "C", "C", "C", "C", "C", "C", "C", "C", "C", "H", "H", "H", "H", "H", "H", "H", "H", "H", "H", "H", "H", "H", "H", "H", "P", "P", "C", "C", "C", "C", "C", "C", "C", "C", "C", "C", "C", "C", "C", "C", "C", "C", "C", "C", "C", "C", "C", "C", "C", "C", "C", "C", "H", "H", "H", "H", "H", "H", "H", "H", "H", "H", "H", "H", "H", "H", "H", "H", "H", "H", "H", "H", "H", "H", "F", "C", "C", "F", "C", "F", "C", "O", "C", "F", "C", "F"],
  "positions_angstrom": [[0.31022, 3.01030, -2.98901], [-1.55748, 1.92701, -3.25809], [-0.52610, 1.03032, -2.87412], [0.08028, 0.04293, -3.84027], [1.01610, 0.70133, -4.88564], [1.23184, 2.18910, -4.67421], [0.22936, 3.12359, -5.08244], [-1.05856, 2.59855, -5.69854], [-2.05303, 1.97884, -4.69020], [0.49966, 3.82573, -1.05553], [-2.27802, 2.24984, -2.49275], [-0.48838, 0.71043, -1.82337], [-0.69066, -0.56793, -4.34781], [0.67780, -0.68706, -3.25847], [1.99138, 0.19130, -4.84368], [0.61468, 0.50324, -5.89210], [2.28035, 2.49760, -4.72881], [0.56072, 4.09684, -5.46350], [-0.83444, 1.86226, -6.48623], [-1.56048, 3.43729, -6.20539], [-2.96978, 2.59235, -4.70355], [-2.35564, 0.97952, -5.05228], [1.40175, 4.44585, -1.01327], [0.58376, 3.00473, -0.33321], [-0.39823, 4.42091, -0.84747], [-1.58057, -0.89823, -0.50594], [2.24092, 0.18232, 1.42544], [-0.27556, -0.65533, 0.69387], [1.04947, -0.65578, 0.37325], [-2.29739, -2.52498, -0.09511], [-2.71288, -3.36662, -1.14945], [-3.30752, -4.59369, -0.85458], [-3.46319, -4.99249, 0.47988], [-3.01424, -4.17402, 1.52100], [-2.41129, -2.94672, 1.23230], [-2.80874, 0.31922, 0.12077], [-2.40165, 1.50264, 0.76221], [-3.34312, 2.48181, 1.08164], [-4.69155, 2.29362, 0.76645], [-5.10396, 1.10324, 0.15540], [-4.17073, 0.12035, -0.16942], [3.42828, -1.18736, 1.75636], [2.95935, -2.29680, 2.48320], [3.81668, -3.34697, 2.80040], [5.15781, -3.30415, 2.39451], [5.63477, -2.19489, 1.68850], [4.78071, -1.13209, 1.38040], [3.10906, 1.26436, 0.22047], [3.60076, 2.50400, 0.68202], [4.21839, 3.38875, -0.20090], [4.33964, 3.06000, -1.55714], [3.83118, 1.84426, -2.02223], [3.24295, 0.93725, -1.13605], [-0.60832, -0.51738, 1.73146], [1.43523, -1.21425, -0.49088], [-2.56435, -3.03923, -2.18326], [-3.65173, -5.24010, -1.66315], [-3.93302, -5.94982, 0.70590], [-3.12619, -4.48400, 2.56126], [-2.01401, -2.32243, 2.03378], [-1.35346, 1.65459, 1.02681], [-3.01656, 3.39456, 1.58163], [-5.42015, 3.07059, 0.99959], [-6.15797, 0.93794, -0.06801], [-4.49022, -0.81171, -0.64169], [1.91161, -2.33878, 2.79382], [3.43552, -4.19840, 3.36748], [5.82757, -4.13261, 2.63434], [6.68030, -2.15076, 1.37662], [5.16154, -0.26467, 0.83863], [3.49369, 2.76466, 1.73688], [4.60130, 4.34305, 0.16639], [4.82044, 3.75483, -2.24883], [3.89906, 1.58834, -3.08268], [2.89651, -0.02601, -1.50831], [-1.95505, -0.94235, 8.39210], [-1.49408, -1.19967, 7.15820], [-2.00564, -0.49352, 6.06358], [-2.94262, 0.45894, 6.25676], [-1.55095, -0.77530, 4.79895], [-2.04401, -0.10690, 3.73215], [-0.55908, -1.77931, 4.54282], [-0.18969, -2.07353, 3.37663], [-0.03512, -2.43996, 5.70588], [0.93431, -3.35358, 5.50847], [-0.50372, -2.17049, 6.97140], [-0.01584, -2.83930, 8.03795]],
  "forces_ev_per_angstrom": [[2.2, 4.3, 5.0], [-1.1, -4.0, 0.2], [-4.3, -1.9, -0.4], [0.5, -0.4, 0.4], [0.3, -0.2, 0.3], [0.0, 0.3, -4.6], [2.0, -1.9, -3.4], [-0.2, 0.7, 0.0], [-0.6, 0.3, 0.2], [0.4, 0.4, 0.0], [0.7, 0.2, -0.1], [0.3, 0.6, -0.3], [0.1, 0.5, 0.3], [-0.4, 0.4, -0.2], [-0.3, 0.3, 0.0], [0.1, 0.4, 0.2], [-0.4, 0.3, 0.5], [-0.1, -0.1, 0.8], [0.2, 0.2, 0.3], [0.3, -0.3, 0.2], [0.3, -0.3, 0.0], [0.2, 0.3, 0.4], [-0.4, -0.1, 0.2], [-0.1, 0.2, -0.2], [0.3, -0.1, 0.1], [-0.4, -0.8, -0.4], [0.1, -0.2, 1.4], [1.5, -0.1, 0.2], [-1.4, -0.4, 0.0], [-0.1, -0.4, -0.3], [0.0, 0.2, 0.5], [0.1, 0.0, 0.1], [0.1, 0.2, -0.1], [0.1, 0.1, -0.2], [-0.3, -0.1, 0.0], [-0.1, 0.0, 0.1], [-0.2, -0.2, -0.2], [-0.1, 0.0, -0.1], [0.2, -0.1, -0.1], [0.2, 0.1, 0.0], [0.2, 0.3, 0.1], [0.6, 0.0, -0.1], [-0.1, 0.1, -0.1], [0.3, 0.1, -0.2], [-0.2, 0.2, 0.0], [-0.1, -0.1, 0.1], [-0.3, -0.3, 0.1], [0.2, 0.0, -0.3], [-0.1, -0.4, -0.3], [0.1, -0.1, -0.2], [-0.2, 0.0, 0.2], [0.0, 0.0, 0.1], [0.1, 0.5, 0.0], [0.4, 0.6, -0.2], [-0.4, 0.6, -0.3], [-0.1, -0.1, 0.3], [0.1, 0.1, 0.2], [0.1, 0.2, -0.1], [0.1, 0.0, -0.3], [-0.1, -0.2, -0.1], [-0.3, -0.1, -0.1], [-0.1, -0.2, -0.1], [0.2, -0.2, 0.0], [0.2, 0.1, 0.1], [0.1, 0.3, 0.1], [0.1, 0.0, 0.0], [0.1, 0.3, -0.2], [-0.2, 0.3, -0.1], [-0.3, 0.0, 0.1], [-0.1, -0.2, 0.1], [0.0, -0.1, -0.3], [-0.1, -0.3, -0.1], [-0.2, -0.2, 0.2], [0.1, 0.0, 0.3], [0.1, 0.2, 0.1], [-0.1, 0.1, 0.4], [0.1, 0.0, -0.5], [0.2, -0.3, 0.5], [0.1, -0.2, 0.0], [0.7, -0.7, 0.2], [-0.1, 0.1, -0.1], [-0.3, 0.1, 0.8], [0.3, 0.0, -0.9], [-0.5, 0.6, -0.5], [0.0, -0.1, 0.2], [-0.3, 0.3, 0.0], [-0.1, 0.2, -0.2]],
  "mulliken_charge": [0.485, -0.816, 0.334, -0.859, -1.147, -0.144, -0.554, -0.802, -0.828, -1.087, 0.635, 0.498, 0.642, 0.206, 0.450, 0.313, 0.671, 0.540, 0.242, 0.384, 0.436, 0.365, 0.331, 0.062, 0.420, 0.588, -0.304, -0.216, -0.770, 0.389, -0.292, -0.535, -0.524, -0.620, -0.178, 0.931, -0.322, -0.908, -0.639, -0.587, -0.864, 0.476, -0.222, -0.677, -0.454, -0.580, -0.537, 0.597, -0.594, -0.679, -0.516, -0.636, 0.096, 0.439, 0.689, 0.310, 0.383, 0.362, 0.456, 0.059, 0.427, 0.452, 0.381, 0.399, 0.431, 0.384, 0.444, 0.355, 0.358, 0.331, 0.411, 0.373, 0.365, 0.547, 0.367, -0.345, 0.693, -0.410, -0.326, 0.063, -0.061, 0.575, -0.644, 0.150, -0.313, 0.016, -0.321]
}

***

[2]
{
  "formula": "C31H31AsBr2CsI2N6O2S",
  "method": "wB97M-V/def2-TZVPD",
  "orbital_gap_ha": [0.1376, 0.2066],
  "e_above_lowest_kcal_mol": 17.9,
  "multiplicity": 2,
  "e_homo_ev": [-0.6, -2.5],
  "charge": -2,
  "species": ["Cs", "C", "C", "C", "C", "C", "C", "Br", "C", "C", "Br", "C", "O", "C", "N", "H", "H", "H", "H", "H", "H", "S", "C", "N", "N", "C", "C", "C", "C", "C", "C", "N", "N", "C", "C", "C", "C", "C", "C", "H", "H", "H", "H", "H", "H", "H", "H", "H", "H", "H", "I", "I", "O", "N", "C", "C", "C", "C", "C", "H", "H", "H", "H", "H", "C", "As", "C", "C", "H", "H", "H", "H", "H", "H", "H", "H", "H"],
  "positions_angstrom": [[14.94723, 11.24375, 10.08285], [13.80930, 6.90078, 10.47403], [12.54340, 7.67829, 10.48220], [11.39282, 7.04217, 10.99390], [10.15759, 7.59816, 10.76583], [10.06111, 8.91550, 10.24776], [8.88811, 9.60491, 10.17690], [7.16807, 8.92509, 10.44444], [8.93026, 10.88238, 9.72027], [10.02586, 11.51224, 9.19145], [10.09821, 13.34271, 8.95010], [11.27232, 10.81412, 9.08338], [12.25538, 11.09396, 8.36568], [11.31264, 9.49849, 9.82083], [12.50314, 8.86948, 9.89670], [14.54038, 7.14806, 9.65974], [13.64091, 5.84062, 10.54108], [14.30517, 7.16190, 11.39065], [11.53827, 6.07031, 11.43420], [9.24743, 7.03846, 11.02408], [8.04548, 11.52575, 9.69254], [17.90795, 11.20770, 7.75797], [18.10838, 12.85962, 8.40556], [19.16805, 13.62483, 7.96652], [18.92668, 14.70223, 7.32786], [20.10993, 15.27563, 6.86240], [20.02629, 16.65924, 6.61705], [21.19579, 17.30933, 6.52828], [22.39020, 16.59572, 6.41329], [22.41658, 15.20407, 6.62071], [21.26380, 14.48016, 6.80746], [17.08480, 13.29890, 9.16712], [16.93551, 14.65641, 9.20117], [16.64257, 15.12772, 10.42840], [16.74830, 14.34116, 11.67304], [16.55022, 14.91535, 12.89025], [16.02278, 16.22035, 13.02549], [15.88516, 16.99292, 11.90093], [16.12484, 16.44448, 10.59791], [17.43862, 15.27920, 8.57064], [19.00209, 17.14060, 6.57499], [21.16422, 18.42556, 6.55968], [23.36005, 17.05227, 6.31003], [23.35545, 14.71648, 6.64282], [21.11779, 13.40916, 7.03955], [17.09926, 13.30383, 11.64918], [16.76247, 14.39734, 13.81014], [15.80055, 16.67591, 13.97500], [15.43942, 17.99423, 11.96581], [15.99180, 17.12474, 9.69880], [20.10434, 10.37682, 8.23224], [23.12482, 10.03937, 8.63651], [16.68200, 10.06802, 11.90054], [17.62934, 9.33269, 12.38837], [18.86133, 9.33770, 11.86989], [19.67930, 8.25257, 12.07758], [19.38317, 7.30833, 13.08807], [18.23838, 7.53258, 13.91719], [17.31223, 8.48880, 13.50629], [19.13406, 10.15580, 11.19914], [20.65778, 8.22223, 11.58653], [20.01152, 6.45269, 13.28853], [18.08416, 7.07830, 14.92684], [16.32094, 8.81833, 13.84324], [15.21350, 10.25167, 5.49605], [15.14350, 8.45673, 6.25527], [13.53824, 7.66463, 5.17762], [16.69220, 7.92972, 5.16628], [14.92000, 10.24097, 4.41773], [16.24254, 10.70977, 5.62896], [14.41150, 10.82930, 6.00408], [13.58695, 8.02277, 4.13631], [12.69874, 8.09952, 5.79302], [13.57867, 6.59437, 5.28464], [16.31266, 8.11121, 4.13532], [17.06050, 6.90745, 5.27787], [17.48305, 8.67398, 5.40608]],
  "forces_ev_per_angstrom": [[-0.4, 0.1, -0.5], [1.3, 0.7, -0.2], [-0.6, 0.4, -0.9], [-0.2, 0.4, -0.8], [0.1, -0.3, 0.7], [2.4, -2.0, 0.5], [-0.9, 1.3, -0.7], [-0.6, -0.7, 0.4], [-1.2, 2.0, -0.5], [1.8, -1.2, 0.7], [-0.3, 1.1, -0.5], [0.7, -1.7, -0.5], [-0.2, 0.9, 0.6], [-1.4, 0.7, -0.4], [-0.3, -0.6, 0.5], [-1.0, -0.1, 0.5], [-0.1, -0.5, -0.3], [0.7, 0.1, 0.6], [-0.3, -0.3, 0.1], [0.4, 0.4, 0.0], [-0.1, -0.5, 0.3], [-0.7, 0.4, 0.7], [-1.3, 2.2, 0.6], [-0.7, -3.8, 1.0], [-0.4, 2.3, -1.1], [-2.2, -0.8, 0.5], [-1.8, -0.9, 0.2], [1.2, 2.3, -0.8], [0.5, -0.7, 0.9], [-0.3, 0.6, -0.6], [-0.3, 0.7, 0.3], [1.6, -2.1, -2.5], [0.0, 0.3, 0.8], [-1.2, 1.1, 2.9], [0.7, 0.0, -2.0], [-1.1, 1.3, 0.7], [0.8, -0.1, -0.2], [-0.7, -0.5, -2.0], [0.5, 0.9, 0.2], [0.2, -0.5, -0.4], [1.4, -0.6, 0.4], [0.4, -0.9, -0.4], [0.0, 0.5, 0.0], [0.9, -0.5, -0.1], [0.6, 0.8, -0.2], [0.0, 0.5, -0.3], [0.0, -0.5, 0.0], [0.1, -0.2, 0.4], [0.4, -0.3, 0.0], [0.2, -1.1, 1.1], [0.6, -0.1, -0.1], [0.6, -0.3, 0.2], [0.8, -0.1, 0.8], [-1.4, -1.2, 1.4], [0.0, 0.2, -0.8], [0.9, -1.1, 1.6], [-1.0, 1.1, 0.2], [-0.2, 0.6, -0.2], [1.1, 1.5, -1.9], [-0.4, -0.3, 0.0], [-0.5, 0.0, -0.1], [0.2, 0.2, 0.0], [0.1, -0.1, -1.3], [0.6, -0.7, 0.4], [-0.5, 0.8, -0.4], [-0.4, -0.6, -0.1], [0.8, 1.9, 1.4], [-0.2, 0.4, -0.7], [0.5, -0.1, 0.6], [-1.4, -0.5, 0.0], [0.7, 0.0, -0.2], [-0.3, -0.2, 0.4], [0.6, -0.6, -1.1], [-0.1, -0.4, -0.1], [0.7, -0.3, 0.4], [-0.1, 0.2, 0.1], [-0.4, -0.6, -0.2]],
  "mulliken_charge": [0.951, -1.295, 0.791, -0.831, -0.810, 1.110, -0.239, -0.296, -0.181, -0.321, -0.198, 0.234, -0.703, -0.132, 0.091, 0.150, 0.432, 0.279, 0.390, 0.274, 0.315, -0.271, -0.091, -0.057, -0.634, 0.402, -0.404, -0.214, -0.547, -0.422, -0.406, -0.306, -0.130, 0.034, -0.199, -0.591, -0.453, -0.463, -0.463, 0.429, 0.285, 0.273, 0.316, 0.415, 0.312, 0.637, 0.357, 0.361, 0.296, 0.254, 0.016, -0.758, -0.480, 0.222, -0.118, -0.620, -0.188, -0.602, -0.191, 0.379, 0.391, 0.406, 0.304, 0.435, -0.829, 0.373, -1.056, -1.003, 0.362, 0.233, 0.194, 0.366, 0.222, 0.344, 0.290, 0.328, 0.251]
}